Record 1
The molecule C4H7FS in a non-equilibrium geometry. Source: OMol25; level of theory: wB97M-V/def2-TZVPD.

Structure (XYZ):
```
13
Properties=species:S:1:pos:R:3
C -0.567 2.100 -0.156
C -0.770 1.118 0.746
C 0.100 -0.085 0.709
S -0.923 -1.545 0.237
C 1.484 0.088 -0.063
F 1.343 0.077 -1.408
H 0.171 1.836 -0.924
H -1.028 3.074 -0.223
H -1.433 1.173 1.608
H 0.380 -0.328 1.766
H -0.916 -1.266 -1.106
H 1.981 1.007 0.199
H 2.043 -0.799 0.151
```

Summary:
* relative energy (zero: lowest compared OMol25 entry of this formula, charge and spin): 31.2 kcal/mol

---

Record 2
A structure of composition C4H7FS2 in a non-equilibrium geometry. Source: OMol25; level of theory: wB97M-V/def2-TZVPD.

Structure (XYZ):
```
14
Properties=species:S:1:pos:R:3
C -1.784 -0.059 -0.765
C -1.203 1.023 -0.249
C -0.350 0.853 0.968
C 2.027 0.233 -0.490
F 3.058 0.763 -1.091
S 2.698 -1.773 0.460
S 1.376 1.429 0.672
H -2.317 -0.118 -1.738
H -1.505 -1.055 -0.324
H -1.219 2.022 -0.804
H -0.366 -0.306 1.231
H -0.575 1.564 1.777
H 1.267 -0.280 -1.113
H 1.518 -2.076 0.709
```

Summary:
* relative energy (zero: lowest compared OMol25 entry of this formula, charge and spin): 54.5 kcal/mol

---

Record 3
A structure of composition C4H7HfO11P2 in a non-equilibrium geometry. Source: OMol25; level of theory: wB97M-V/def2-TZVPD.

Structure (XYZ):
```
25
Properties=species:S:1:pos:R:3
Hf 3.490 7.892 6.108
O 3.076 11.222 4.191
C 3.369 10.488 5.034
O 2.600 9.401 5.344
C 4.662 10.507 5.826
O 5.310 11.488 5.966
O 4.906 9.322 6.363
C 5.689 3.983 6.819
C 4.817 5.233 6.618
O 5.250 6.518 7.325
P 3.121 5.142 7.380
O 2.405 3.958 6.532
O 3.132 4.951 8.866
O 2.511 6.494 7.230
P 5.026 5.556 4.758
O 4.021 4.372 4.126
O 6.466 5.634 4.346
O 4.139 6.861 4.577
H 5.878 4.293 7.940
H 6.638 3.676 6.518
H 5.091 3.112 6.842
H 6.054 6.727 6.897
H 3.001 3.659 5.831
H 3.508 3.950 9.189
H 4.441 3.835 3.663
```

Summary:
* total charge: +1

---

Record 4
The molecule C4H7I2N in a non-equilibrium geometry. Source: OMol25; level of theory: wB97M-V/def2-TZVPD.

Structure (XYZ):
```
14
Properties=species:S:1:pos:R:3
C 0.205 -0.150 0.554
C -0.987 0.347 0.800
C 1.221 -0.410 -1.750
C 1.187 0.381 -0.429
N -1.894 0.170 1.876
I -1.703 -1.359 3.219
I -3.947 0.425 1.392
H 0.694 -0.821 1.286
H -1.451 1.115 0.157
H 2.284 -0.396 -2.222
H 0.722 -1.320 -1.883
H 0.691 0.322 -2.294
H 0.790 1.289 -0.722
H 2.188 0.408 0.016
```

Summary:
* relative energy (zero: lowest compared OMol25 entry of this formula, charge and spin): 39.5 kcal/mol

---

Record 5
A structure of composition C4H7I2O3S in a non-equilibrium geometry. Source: OMol25; level of theory: wB97M-V/def2-TZVPD.

Structure (XYZ):
```
17
Properties=species:S:1:pos:R:3
C 1.073 -1.260 -0.100
C 1.092 1.405 -0.632
C 0.384 -0.130 -0.859
C -0.981 -0.011 -0.333
O -0.277 0.835 2.074
O -0.979 -1.454 1.877
O -2.619 0.342 1.619
S -1.252 -0.087 1.519
I -2.045 1.792 -0.931
I -2.113 -1.713 -0.973
H 0.969 -1.240 0.990
H 0.656 -2.161 -0.418
H 2.162 -1.224 -0.306
H 0.785 1.749 0.369
H 2.144 1.438 -0.610
H 0.605 2.006 -1.368
H 0.396 -0.285 -1.918
```

Summary:
* total charge: -1
* relative energy (zero: lowest compared OMol25 entry of this formula, charge and spin): 1.6 kcal/mol

---

Record 6
A cluster of 2 separate species, C4H7IN2O in total in a non-equilibrium geometry. Source: OMol25; level of theory: wB97M-V/def2-TZVPD.

Structure (XYZ):
```
15
Properties=species:S:1:pos:R:3
C -1.225 0.396 -0.891
N -0.665 0.504 0.182
C 0.364 -0.460 0.553
C 1.654 0.235 0.149
N 0.451 -1.661 -0.135
C -0.053 -2.203 -1.041
O -0.492 -2.830 -1.919
H -1.902 1.189 -1.145
H -1.290 -0.529 -1.402
H 0.090 -0.591 1.563
H 2.473 0.238 0.926
H 1.999 -0.163 -0.807
H 1.513 1.222 -0.113
I -1.314 2.810 2.598
H -1.602 1.842 1.481
```

Summary:
* relative energy (zero: lowest compared OMol25 entry of this formula, charge and spin): 38.3 kcal/mol

---

Number 1: E_HOMO -9.086 eV, LUMO level 0.8914 eV. Number 2: E_HOMO -8.929 eV, LUMO level 0.0919 eV. Number 3: E_HOMO -13.517 eV, LUMO level -4.2149 eV. Number 4: E_HOMO -8.266 eV, LUMO level -1.2013 eV. Number 5: E_HOMO -5.356 eV, LUMO level 2.6928 eV. Number 6: E_HOMO -9.670 eV, LUMO level 0.7036 eV.